[1]
7 unconnected molecules or ions with the total composition C28H36BrCl12IO4 in a non-equilibrium geometry, computed with the ωB97M-V functional and the def2-TZVPD basis.

The geometry in XYZ format:
```
82
Properties=species:S:1:pos:R:3
C -1.88689 -2.51991 -3.48449
C -1.16468 -1.61405 -2.76813
C -1.37449 -0.13419 -2.84620
C -0.36333 0.55875 -3.53207
C 0.83132 -0.17430 -4.10755
C 2.08483 -0.03526 -3.25900
O 2.85477 0.85905 -3.28073
I 2.52120 -1.67741 -1.88924
C -0.51319 1.94198 -3.69491
Br 0.83698 2.84750 -4.68939
C -1.59046 2.66225 -3.17747
C -1.65646 4.17565 -3.34141
O -1.60181 4.83922 -2.08550
C -0.50294 4.44273 -1.28232
C -2.59149 1.95424 -2.49763
C -2.47690 0.56126 -2.32889
C -3.54784 -0.17965 -1.60643
O -3.59425 -1.39358 -1.55846
C -4.62305 0.57853 -0.94364
C -4.75088 1.89024 -1.10296
C -3.81560 2.65191 -1.95917
O -4.09885 3.79861 -2.22172
H -1.36882 -3.18086 -4.17825
H -2.95121 -2.68136 -3.36573
H -0.35815 -1.95754 -2.12560
H 0.62107 -1.23604 -4.20060
H 1.02109 0.18531 -5.11867
H -0.86563 4.55678 -3.97818
H -2.63859 4.41531 -3.73707
H 0.36998 4.19887 -1.89457
H -0.23471 5.29708 -0.66151
H -0.75835 3.61302 -0.61752
H -5.32299 0.00992 -0.34412
H -5.56144 2.44695 -0.65308
Cl -9.28050 -1.96194 -0.75155
C -7.65476 -2.44641 -1.30552
C -6.82519 -3.02654 -0.19066
Cl -6.37967 -1.79964 1.02316
H -7.17793 -1.57340 -1.74383
H -7.79472 -3.19277 -2.08525
H -5.89503 -3.42094 -0.59688
H -7.34916 -3.82800 0.32331
Cl 6.56907 -1.97586 1.61264
C 5.98040 -0.97487 0.25283
C 5.77461 0.45837 0.66067
Cl 4.41053 0.65037 1.79068
H 5.06230 -1.41837 -0.11948
H 6.73461 -1.03151 -0.53015
H 5.54527 1.05943 -0.21806
H 6.65846 0.86826 1.14179
Cl -12.02518 2.40033 2.49738
C -11.26718 0.86299 2.00498
C -11.51150 0.54483 0.55333
Cl -13.22057 0.15424 0.22582
H -11.65117 0.07901 2.65235
H -10.19728 0.96582 2.17873
H -10.92473 -0.32685 0.27148
H -11.23038 1.37566 -0.08869
Cl 6.20909 -4.92391 -0.89465
C 6.00042 -5.47228 0.78847
C 4.72385 -6.24800 0.98360
Cl 3.27568 -5.22123 0.81653
H 6.03492 -4.59497 1.42665
H 6.85210 -6.10876 1.02385
H 4.70359 -6.66536 1.98895
H 4.63611 -7.06197 0.26862
Cl 4.09799 2.74604 7.22028
C 4.61291 1.09139 6.80092
C 4.30455 0.74249 5.36830
Cl 2.55219 0.59270 5.07275
H 4.12657 0.40632 7.49066
H 5.68873 1.04381 6.96249
H 4.74988 -0.21993 5.12032
H 4.69626 1.48823 4.68152
Cl 10.32606 2.58629 1.25715
C 10.12958 2.09689 2.95963
C 8.85276 1.32909 3.18086
Cl 7.40776 2.35769 2.98845
H 10.16562 2.99350 3.57282
H 10.98148 1.46745 3.21122
H 8.82936 0.93654 4.19600
H 8.76395 0.49472 2.48775
```

SMILES: C=Cc1c(CC(=O)I)c(Br)c(COC)c2c1C(=O)C=CC2=O.ClCCCl.ClCCCl.ClCCCl.ClCCCl.ClCCCl.ClCCCl
Gap between HOMO and LUMO in eV: 7.121
F_max in Eh/bohr: 0.0348
LUMO in eV: -1.5
E_HOMO in hartree: -0.3156

=====

[2]
A molecular structure, C28H36CoN6O2S in a non-equilibrium geometry, computed with the ωB97M-V functional and the def2-TZVPD basis.

The geometry in XYZ format:
```
74
Properties=species:S:1:pos:R:3
Co 0.55862 0.97727 0.05938
C -6.01698 0.65547 1.89048
C -4.66178 0.47817 1.31488
C -4.17458 -0.80593 1.03168
C -2.93388 -0.99263 0.42168
C -2.44058 -2.23883 -0.08012
N -2.49888 -3.40023 0.54308
C -2.66058 -3.55783 1.96648
C -1.50458 -4.38373 2.55838
C -0.09238 -4.07323 2.03018
N 0.42612 -2.73643 2.24168
C 1.39822 -2.46353 3.08938
C 2.18612 -1.28743 3.12368
C 3.13162 -1.13273 4.14888
C 4.00762 -0.04313 4.22208
C 4.96732 0.06207 5.34028
C 3.96702 0.90887 3.20658
C 3.05002 0.81017 2.15498
C 3.07342 1.75867 1.08948
N 2.17542 1.87567 0.16328
C 2.38082 2.91197 -0.83252
C 1.42712 4.06977 -0.52612
C -0.01448 3.74277 -0.89192
N -0.53338 2.52767 -0.27652
C -1.78058 2.56857 0.09898
C -2.58518 1.45667 0.48958
C -3.87758 1.59477 1.00728
C -2.08078 0.14717 0.22658
O -0.86908 -0.04703 -0.13442
C 2.10482 -0.26163 2.10398
O 1.23842 -0.33783 1.15868
H -6.43148 -0.27953 2.25748
H -6.69628 1.04767 1.12798
H -6.00548 1.39117 2.69378
H -4.80728 -1.65883 1.23128
H -1.95448 -2.21443 -1.04642
H -2.28318 -4.24613 0.02448
H -3.59588 -4.08293 2.18848
H -2.69818 -2.56603 2.42268
H -1.67468 -5.43953 2.33968
H -1.52618 -4.27193 3.64378
H -0.05698 -4.26383 0.95308
H 0.58562 -4.77713 2.51558
H 0.19822 -2.01243 1.56298
H 1.63562 -3.23553 3.81118
H 3.18162 -1.89263 4.91658
H 4.48242 -0.13873 6.29448
H 5.44522 1.03627 5.36968
H 5.73822 -0.70213 5.22358
H 4.64742 1.74767 3.23608
H 3.94532 2.41077 1.05178
H 2.17182 2.49717 -1.82432
H 3.41812 3.26187 -0.81752
H 1.73312 4.94967 -1.09092
H 1.49002 4.31627 0.53558
H -0.08648 3.61407 -1.97872
H -0.63858 4.59767 -0.61452
H -2.30078 3.52547 0.04278
H -4.27758 2.58067 1.19478
S 0.31072 -0.23043 -2.84972
C 0.40172 0.07767 -4.55052
N -0.25578 1.09667 -5.08062
C -0.21358 1.41357 -6.50012
C 1.10092 0.91327 -7.08572
C 1.28602 -0.55803 -6.73642
N 1.12082 -0.73453 -5.30332
H -0.85548 1.64997 -4.49112
H -0.30598 2.49547 -6.61462
H -1.06488 0.94827 -7.00482
H 1.92922 1.49597 -6.68132
H 1.09352 1.03797 -8.16542
H 2.28362 -0.90623 -7.01152
H 0.55682 -1.17683 -7.26742
H 1.60532 -1.50133 -4.86242
```

Gap between HOMO and LUMO (alpha / beta) in eV: 4.623 / 3.976
F_max in Eh/bohr: 0.0468
Multiplicity: 5
Energy above the lowest of the compared OMol25 structures with the same formula, charge and spin in kcal per mole: 16.9
LUMO (alpha / beta) in eV: -8.4 / -11.5
Net charge: +3
Expectation value of S²: 6.032
E_HOMO (alpha / beta) in hartree: -0.4772 / -0.5700

=====

[3]
A molecular structure, C28H36IrN5S3Te in a non-equilibrium geometry, computed with the ωB97M-V functional and the def2-TZVPD basis.

The geometry in XYZ format:
```
74
Properties=species:S:1:pos:R:3
Ir -1.58736 0.43144 -0.09881
C -3.70332 -1.68403 0.05156
C -3.72695 -1.35710 1.56599
N -2.94777 -0.15662 1.88622
C -3.70943 1.01749 2.33058
C -3.21410 2.29993 1.64704
N -2.91254 2.08811 0.22311
C -4.08049 1.91836 -0.66694
C -4.58850 0.47309 -0.70728
N -3.46673 -0.48805 -0.77169
H -4.65156 -2.16193 -0.22018
H -2.89604 -2.38746 -0.15773
H -3.31498 -2.21928 2.09322
H -4.76023 -1.23960 1.90566
H -2.23144 -0.37278 2.57040
H -3.62141 1.16293 3.41102
H -4.76874 0.87582 2.11115
H -2.29431 2.64237 2.12911
H -3.96875 3.08419 1.76749
H -2.43164 2.93336 -0.08237
H -3.75931 2.19556 -1.67472
H -4.89704 2.58577 -0.37209
H -5.24525 0.35675 -1.57198
H -5.18429 0.26526 0.17724
H -3.35443 -0.79248 -1.73896
S 0.20130 1.23871 1.18646
C 1.50919 0.13626 0.89786
N 2.67980 0.37023 1.53992
C 3.85879 -0.30397 1.04335
C 3.51637 -1.74446 0.65770
N 2.39789 -1.77095 -0.25819
C 2.56260 -2.44142 -1.52985
C 3.49300 -1.62160 -2.39891
C 3.11448 -0.34253 -2.79274
C 3.95258 0.42979 -3.57579
C 5.18384 -0.07129 -3.96927
C 5.56817 -1.34242 -3.57615
C 4.73359 -2.11093 -2.78274
C 1.38247 -0.90279 -0.02602
S -0.15241 -1.24648 -0.78756
C 2.68902 1.05345 2.81792
C 2.00661 0.21239 3.87871
C 2.51669 -1.04023 4.20513
C 1.92332 -1.80205 5.19714
C 0.81642 -1.31825 5.87531
C 0.29531 -0.07906 5.54370
C 0.87885 0.67839 4.54084
H 4.63853 -0.29602 1.80555
H 4.23080 0.23143 0.15901
H 3.24061 -2.30751 1.55777
H 4.37947 -2.22427 0.19660
H 1.58545 -2.54820 -2.00417
H 2.97670 -3.43734 -1.36145
H 2.15086 0.05589 -2.48827
H 3.64719 1.42110 -3.87469
H 5.84195 0.53082 -4.57660
H 6.52287 -1.73896 -3.88648
H 5.04036 -3.10191 -2.47728
H 2.17608 2.01418 2.72059
H 3.72618 1.24591 3.09615
H 3.39498 -1.42013 3.70381
H 2.33279 -2.76820 5.44657
H 0.36728 -1.90325 6.66324
H -0.55966 0.30778 6.07906
H 0.47441 1.64926 4.29150
Te -0.29714 1.79045 -2.48305
C -1.60989 1.73749 -4.08094
C -1.38835 2.25690 -5.33627
C -2.48372 2.11550 -6.19512
C -3.53935 1.47638 -5.60459
S -3.20415 1.03500 -3.99205
H -0.45749 2.71667 -5.61521
H -2.50219 2.46845 -7.21032
H -4.49588 1.24075 -6.02720
```

Gap between HOMO and LUMO (alpha / beta) in eV: 7.530 / 5.630
F_max in Eh/bohr: 0.0318
Multiplicity: 5
Energy above the lowest of the compared OMol25 structures with the same formula, charge and spin in kcal per mole: 8.7
LUMO (alpha / beta) in eV: -4.8 / -7.7
Net charge: +2
Expectation value of S²: 6.037
E_HOMO (alpha / beta) in hartree: -0.4532 / -0.4897

=====

Q: What is the F_max in the first record?
A: 0.0348 Eh/bohr

=====

Q: Among the records above, which one has the highest F_max?
A: C28H36CoN6O2S

=====

Q: What is the formula in the second record?
A: C28H36CoN6O2S